1.
{"formula": "C27H18F38NO7", "method": "ωB97M-V/def2-TZVPD", "species": ["F", "F", "F", "F", "F", "F", "F", "F", "F", "F", "F", "F", "F", "F", "F", "F", "F", "F", "F", "F", "F", "F", "F", "F", "F", "F", "F", "F", "F", "F", "F", "F", "F", "F", "F", "F", "F", "F", "O", "O", "O", "O", "O", "O", "O", "N", "C", "C", "C", "C", "C", "C", "C", "C", "C", "C", "C", "C", "C", "C", "C", "C", "C", "C", "C", "C", "C", "C", "C", "C", "C", "C", "C", "H", "H", "H", "H", "H", "H", "H", "H", "H", "H", "H", "H", "H", "H", "H", "H", "H", "H"], "xyz": [[-5.22813, -2.69258, 1.94001], [0.66325, 2.79654, -6.04229], [1.10568, -5.21162, 1.22078], [1.68398, -3.47915, 2.43439], [6.67951, 2.95815, -4.30175], [1.53696, 0.47539, -7.02622], [5.99032, 4.20707, 0.15964], [-5.58087, 1.09779, -1.50453], [-9.87710, 1.96918, 0.13347], [-6.47307, -3.82469, 3.33938], [5.49786, 6.09900, 1.09642], [-5.41431, -3.01355, 5.40611], [3.62517, 0.96502, -3.01362], [-6.08982, 3.57853, -0.67074], [-5.47683, -1.25376, 4.10177], [3.62881, -4.48847, 0.58151], [3.88581, -1.00325, -2.13693], [-3.27943, -1.11595, 5.40942], [4.42821, 4.38432, -4.16828], [8.17341, 5.66233, 0.82092], [5.29514, -0.47629, 2.08619], [2.26591, 0.64861, -0.71373], [5.21228, -2.03796, 4.24939], [7.95006, 5.64346, -1.35577], [3.27772, -1.13597, 2.60630], [-8.35493, 0.60364, 2.14300], [0.44797, 0.26823, -5.14230], [-7.37652, 2.85442, 0.93727], [0.85298, 0.71871, -2.38775], [-9.61473, -1.11858, 1.75638], [-10.97309, 1.23713, 1.87955], [-2.98362, -3.28843, 5.44951], [4.36549, -3.69829, 3.11235], [6.19994, 5.50569, -3.54784], [7.03954, 3.17936, -2.16211], [1.83634, 2.55221, -4.21791], [2.19288, -4.03811, -0.97969], [-7.69797, 1.62793, -1.58861], [5.17188, 5.91524, -1.06100], [-8.35212, -0.39216, 0.12093], [-3.75783, -4.78529, 1.87689], [-2.85993, -1.35746, 2.55456], [-4.26341, -5.49743, 3.92497], [2.62888, -0.83195, -3.91806], [2.97359, -2.36925, 0.19829], [-1.16141, -2.55526, 3.53756], [-0.87207, -5.03245, 3.91148], [4.25343, -1.92617, 0.60658], [-6.68989, 1.31115, -0.74220], [5.09952, -2.57776, 3.01215], [4.44427, -1.55007, 2.08560], [2.99352, -0.20428, -2.75956], [-1.06708, -3.85032, 3.77313], [1.39560, -3.89190, 1.19794], [1.81538, -0.01646, -1.80175], [-6.34767, 2.51735, 0.13457], [-5.19396, -3.37574, 3.09869], [1.75648, 2.19862, -5.51589], [5.34818, 4.52923, -3.16781], [-2.39799, -2.05608, 3.44211], [2.59400, -3.68692, 0.26799], [5.98777, 5.53557, -0.02876], [2.76428, -0.20684, -5.18133], [-4.84824, -2.43922, 4.29407], [4.56002, 4.97549, -1.92577], [1.61171, 0.68182, -5.67847], [-3.34835, -2.25340, 4.63990], [-10.28567, 0.85885, 0.77609], [7.40523, 6.08689, -0.20687], [6.07850, 3.18840, -3.10551], [-4.30363, -4.62303, 2.90779], [-6.99070, -0.02405, -0.04429], [-9.09251, -0.00203, 1.20088], [-10.94377, 0.28717, 0.11913], [6.10161, -2.83237, 2.65356], [-6.42347, -0.13451, 0.88053], [3.70423, 5.51518, -2.32728], [4.38597, -0.99125, 0.07542], [-5.46182, 2.31362, 0.74127], [-3.46697, -5.32330, 4.45615], [5.04267, -2.58893, 0.24995], [2.78567, -1.04252, -5.87822], [4.15082, 4.12474, -1.38048], [3.72635, 0.29603, -5.28330], [7.38394, 7.17825, -0.21781], [2.64224, 2.56183, -6.04494], [1.41165, -0.98441, -1.50268], [-6.60242, -0.78394, -0.71918], [-0.80549, -6.08818, 3.92929], [5.37515, 2.37835, -2.91159], [0.52909, -3.33492, 0.83158]], "forces_ev_per_angstrom": [[-0.071, -0.069, 0.428], [0.023, -0.037, -0.003], [0.114, -0.072, -0.044], [0.357, -0.042, 0.098], [-0.073, 0.073, -0.012], [0.123, 0.061, -0.113], [0.091, -0.049, -0.066], [0.142, -0.003, 0.056], [0.058, 0.045, 0.039], [0.289, 0.083, -0.227], [-0.005, 0.035, 0.135], [0.021, 0.324, -0.401], [-0.027, 0.125, 0.141], [-0.009, -0.042, 0.004], [0.355, -0.426, -0.035], [0.009, -0.021, 0.108], [0.172, 0.066, -0.050], [-0.011, -0.402, -0.166], [-0.089, -0.119, -0.001], [0.007, -0.007, 0.019], [0.194, -0.048, -0.032], [0.035, 0.029, 0.027], [0.006, 0.012, -0.037], [-0.009, -0.071, -0.008], [0.022, -0.040, 0.042], [-0.006, 0.117, -0.023], [0.019, 0.068, 0.007], [-0.087, -0.076, -0.005], [0.061, 0.075, -0.029], [-0.089, -0.077, 0.090], [-0.012, -0.003, 0.014], [-0.251, 0.284, -0.161], [-0.086, -0.020, -0.084], [0.021, -0.056, -0.004], [-0.029, 0.157, 0.077], [0.006, -0.084, 0.053], [-0.036, -0.067, -0.097], [0.008, 0.059, 0.056], [0.502, -0.065, -0.309], [-0.160, 0.566, -0.217], [0.408, -0.177, -1.024], [-0.135, 0.566, 0.039], [-0.347, 0.152, 0.657], [-0.512, 0.361, 0.091], [-0.137, 0.042, 0.574], [-0.485, -0.129, -0.543], [-0.213, -0.857, 0.182], [0.230, 0.007, -0.370], [-0.451, -0.141, -0.146], [0.211, 0.036, 0.116], [-0.549, 0.008, -0.052], [0.147, -0.306, -0.488], [0.389, 0.681, 0.194], [-0.532, 0.061, 0.068], [-0.154, -0.070, 0.157], [0.225, 0.128, 0.011], [-0.674, -0.055, 0.070], [-0.013, 0.179, -0.160], [0.241, 0.423, 0.134], [0.581, -0.159, -0.195], [0.252, 0.179, -0.263], [-0.408, -0.056, -0.042], [0.467, -0.338, -0.281], [-0.464, -0.183, 0.544], [-0.634, 0.002, 0.150], [-0.219, -0.244, 0.384], [-0.035, 0.422, 0.448], [-0.193, 0.034, -0.042], [0.156, 0.130, 0.033], [0.063, -0.337, -0.119], [0.108, 0.211, 0.061], [0.349, -0.572, 0.201], [0.363, -0.276, -0.005], [0.022, -0.035, 0.012], [-0.020, 0.002, -0.027], [-0.057, 0.202, 0.087], [0.014, 0.024, -0.048], [-0.027, 0.141, 0.036], [-0.024, -0.032, 0.010], [0.282, -0.087, -0.049], [-0.009, -0.154, 0.212], [-0.080, -0.014, -0.013], [0.210, -0.129, -0.010], [-0.075, 0.198, 0.083], [-0.040, -0.004, 0.012], [0.019, -0.024, 0.032], [0.041, -0.012, 0.019], [-0.001, 0.027, -0.064], [0.156, -0.106, 0.007], [-0.028, 0.019, 0.049], [-0.001, -0.017, -0.003]], "lowdin_charge": [0.13, 0.10, 0.10, 0.11, 0.09, 0.10, 0.16, 0.11, 0.10, 0.11, 0.15, 0.11, 0.12, 0.09, 0.14, 0.15, 0.14, 0.11, 0.09, 0.10, 0.09, 0.11, 0.09, 0.10, 0.15, 0.16, 0.14, 0.09, 0.11, 0.14, 0.09, 0.10, 0.11, 0.13, 0.10, 0.09, 0.13, 0.12, 0.05, 0.05, 0.21, 0.06, 0.11, 0.06, 0.03, 0.10, 0.04, -0.05, -0.44, -0.31, -0.44, -0.53, -0.34, -0.30, -0.28, -0.30, -0.34, -0.31, -0.44, -0.48, -0.53, -0.55, -0.04, -0.33, -0.03, -0.44, -0.35, -0.29, -0.29, -0.30, -0.44, -0.03, -0.56, 0.17, 0.17, 0.15, 0.15, 0.12, 0.18, 0.10, 0.15, 0.15, 0.15, 0.15, 0.17, 0.17, 0.17, 0.15, 0.00, 0.15, 0.18], "multiplicity": 1, "orbital_gap_ev": 6.17, "charge": -1, "total_energy_ev": -147378.1259}

***

2.
{"formula": "C27H18F6OS", "method": "ωB97M-V/def2-TZVPD", "species": ["S", "F", "F", "F", "F", "F", "F", "O", "C", "C", "C", "C", "C", "C", "C", "C", "C", "C", "C", "C", "C", "C", "C", "C", "C", "C", "C", "C", "C", "C", "C", "C", "C", "C", "C", "H", "H", "H", "H", "H", "H", "H", "H", "H", "H", "H", "H", "H", "H", "H", "H", "H", "H"], "xyz": [[3.06035, 2.74758, 3.40615], [3.62523, 4.39371, -1.43701], [2.53062, 8.85241, 2.56147], [3.62863, 6.60356, -1.39800], [4.11268, 8.24457, 3.97592], [2.01302, 7.68710, 4.36699], [5.46247, 5.48642, -0.88688], [-0.39545, -3.41786, 1.24607], [-1.40706, -4.34909, 1.61271], [-1.43911, 0.06689, 1.94006], [-1.60248, 2.77809, 3.65454], [-0.44559, -2.12623, 1.82404], [3.21996, 4.20398, 2.62178], [-2.03320, 5.06197, 4.37930], [4.11824, 5.48777, -0.82778], [-3.36117, 4.10953, 2.63293], [-3.04249, 5.18460, 3.44235], [-3.39284, -6.07651, 2.51686], [2.94048, 7.89645, 3.41452], [-2.10370, -6.18852, 3.00066], [3.14332, 6.61183, 2.64956], [3.00630, 5.40858, 3.30164], [3.70624, 5.45949, 0.62358], [0.33004, -1.80937, 2.95193], [-0.79044, 1.61338, 3.81435], [-3.68940, -5.11198, 1.57291], [0.20625, -0.59771, 3.56979], [3.57160, 4.25136, 1.26768], [-0.70424, 0.39192, 3.10761], [-2.67129, 2.92509, 2.74351], [3.49801, 6.64317, 1.31136], [-1.32129, -1.14739, 1.32969], [-1.32798, 3.88804, 4.48554], [-1.12016, -5.33858, 2.55466], [-2.71123, -4.25694, 1.12167], [-1.89512, -1.38101, 0.44974], [-1.80096, 5.89491, 5.02456], [-4.16302, -6.74151, 2.87278], [-1.87243, -6.93339, 3.74339], [0.80388, -0.38643, 4.43977], [-2.08132, 0.79456, 1.49184], [-4.69614, -5.02313, 1.20029], [-3.58199, 6.11305, 3.34784], [-0.08719, 1.69118, 4.62806], [-2.94122, -3.49922, 0.39462], [-4.15833, 4.20698, 1.91207], [3.73632, 3.33930, 0.71471], [3.60186, 7.58996, 0.80099], [-0.11996, -5.39555, 2.94580], [-0.54786, 3.80627, 5.22301], [-3.00338, 2.09516, 2.15503], [1.00483, -2.55831, 3.33100], [2.72835, 5.40548, 4.34431]], "forces_ev_per_angstrom": [[-0.684, -2.209, 1.168], [0.493, 0.472, -0.754], [0.016, 0.522, 0.866], [0.476, -0.402, -0.775], [-0.535, 0.751, 0.339], [0.184, 0.989, 0.202], [-0.163, 0.020, -0.945], [-0.232, 0.801, 0.537], [-0.421, 0.315, 0.635], [0.261, 0.359, 0.363], [-0.267, 0.160, -0.081], [-0.661, -0.657, 0.379], [0.017, 0.881, -0.455], [0.026, 0.220, 0.154], [-0.732, -0.026, 2.226], [-0.104, -0.110, -0.173], [0.070, 0.141, 0.022], [-0.118, -0.132, 0.023], [0.313, -2.004, -1.333], [-0.248, -0.225, 0.037], [-0.004, -0.086, -0.195], [0.000, 0.363, -0.045], [-0.069, 0.059, 0.186], [-0.111, -0.970, -0.725], [0.424, 0.345, -0.154], [-0.196, -0.256, 0.125], [-0.364, 0.664, 0.019], [0.078, 0.235, -0.304], [-0.002, -0.496, -0.420], [0.035, -0.120, 0.093], [0.075, 0.602, -0.282], [0.322, -0.986, -0.310], [0.166, -0.369, 0.033], [0.658, 0.900, -0.480], [0.996, 0.587, -0.216], [-0.115, 0.049, -0.173], [0.088, 0.036, 0.072], [-0.108, -0.072, 0.050], [0.091, -0.128, 0.101], [0.155, 0.080, 0.162], [-0.118, 0.058, -0.165], [-0.137, 0.045, -0.123], [-0.083, 0.118, -0.007], [0.163, 0.008, 0.255], [-0.089, 0.174, -0.192], [-0.092, -0.086, -0.046], [-0.047, -0.166, 0.151], [-0.014, 0.016, -0.008], [0.255, -0.051, 0.092], [0.273, -0.031, 0.065], [-0.073, -0.079, -0.150], [0.149, -0.082, 0.089], [0.006, -0.229, 0.068]], "lowdin_charge": [0.53, 0.14, 0.14, 0.14, 0.15, 0.13, 0.15, 0.00, -0.22, 0.01, -0.18, -0.18, -0.82, -0.06, -0.58, -0.06, -0.05, -0.09, -0.58, -0.08, -0.13, -0.07, -0.12, 0.02, 0.11, -0.08, 0.01, -0.06, -0.18, -0.01, 0.03, 0.01, 0.00, -0.01, -0.02, 0.12, 0.11, 0.10, 0.11, 0.13, 0.09, 0.11, 0.11, 0.10, 0.11, 0.11, 0.11, 0.13, 0.12, 0.12, 0.09, 0.13, 0.10], "multiplicity": 1, "orbital_gap_ev": 3.10, "relative_energy_kj_mol": 25.00, "charge": 0, "total_energy_ev": -57476.4985}